DFT (ωB97M-V/def2-TZVPD) results for 9 unconnected molecules or ions with the total composition C27H54O27.

## Properties
ΔE to the lowest compared entry with this formula, charge and spin ... 387.11 kcal/mol
Electronic energy ... -84140.661 eV
Gap between HOMO and LUMO ... 0.39748 hartree
E_LUMO ... 0.44 eV

```
! RIJCOSX wB97M-V def2-TZVPD def2/J DEFGRID3
* xyz 0 1
O -2.50207 -2.96910 -4.95812
O -4.35279 -5.58246 -1.42628
O -5.15982 -3.57030 -1.89994
O 6.05544 -1.22993 0.80751
O 0.48694 -0.50367 -2.51483
O 3.49030 5.92709 -2.73720
O -0.42986 -4.02851 -5.09938
O 1.16196 3.37819 2.65757
O 2.92399 -0.21649 5.44932
O 5.64894 0.76469 1.61534
O -3.13073 -3.82437 -0.82788
O -5.22565 2.21635 -2.32727
O -2.09005 -0.91806 4.30962
O -1.65820 -2.16084 2.43582
O 7.55690 0.32292 0.71418
O -0.59960 2.89729 4.05386
O 3.67483 4.24654 -1.02327
O -0.01270 -0.33731 -0.29472
O 1.34856 -1.79156 5.36233
O 1.70729 -0.68374 7.35620
O 2.09498 0.10284 -0.99241
O 2.77702 3.89240 -3.04117
O -0.62585 4.82182 2.96454
O -2.93737 -0.30211 2.32621
O -0.74748 -2.03789 -6.14823
O -3.53908 0.81969 -2.08722
O -5.26576 0.26641 -3.45283
C 0.26359 0.03764 1.00215
C 0.79978 -1.49001 8.09542
C 0.77543 -4.21584 -5.70495
C 7.93774 1.68150 0.77288
C -0.83861 -3.04859 3.20828
C 3.53377 -0.47021 4.13363
C -0.03459 5.84835 2.15539
C 1.93245 -0.92949 5.98043
C 1.33640 -0.56930 -3.64981
C 3.15349 6.19080 -4.09211
C -2.73405 -2.43151 -0.96804
C 3.19576 2.95860 -0.55905
C 0.90304 -0.21164 -1.25176
C 3.24733 4.68124 -2.36993
C 0.01597 1.82809 4.56837
C 0.05880 3.70233 3.15833
C -5.54914 -6.22767 -1.89198
C -6.41016 0.57676 -4.23550
C -1.18302 -2.99857 -5.48368
C -3.05562 1.53321 -0.89740
C 4.65920 -1.65016 0.66222
C 6.40635 0.00301 1.12792
C -3.39312 -1.83024 -5.26887
C -4.73587 1.13144 -2.57184
C -3.61894 0.83731 2.92147
C -2.17543 -1.07842 3.03493
C -4.30862 -4.26562 -1.39841
H 4.34287 -2.53189 1.28676
H 8.03982 2.14250 1.76881
H 0.72313 1.20302 0.96618
H -0.62328 -3.92609 2.73229
H 3.32331 5.35376 -4.93035
H -6.70568 -0.07751 -5.11955
H 1.58130 -1.49887 -3.90839
H 3.83792 2.48799 0.38719
H 4.41633 -1.15742 4.25913
H -2.97469 2.28145 -1.30292
H 3.79679 6.81956 -4.27203
H 9.00993 1.48162 0.23020
H 0.52246 -4.39150 -6.75532
H 1.47893 -3.30173 -5.62303
H 0.99372 -2.37669 7.73094
H -1.22502 -3.10442 4.09352
H -1.07405 6.37471 2.04858
H 0.74860 -0.27754 -4.40240
H -4.57349 0.57943 3.51858
H 0.13640 -2.70370 3.43242
H 2.26632 3.01543 -0.15568
H 3.85500 0.50216 3.77530
H 0.69884 -1.44174 9.11568
H 0.92320 -0.73426 1.41004
H 2.87346 -0.58001 3.43988
H -3.97279 -1.89536 -6.33549
H 2.27915 6.54118 -4.39914
H 0.92639 2.14150 5.15627
H 2.22063 0.18903 -3.49441
H -3.13367 1.34466 3.59982
H -0.77823 1.22024 5.16207
H -3.91211 1.37871 2.05892
H 7.40391 2.35806 -0.04096
H -0.57016 0.04631 1.48568
H -5.96239 -5.89777 -2.92705
H -7.33383 0.73266 -3.55276
H -6.25305 -5.81642 -1.28775
H -4.09113 -1.82526 -4.39332
H 4.80235 -1.89612 -0.28755
H -3.07204 -1.85689 -0.17039
H -6.24210 1.43494 -4.94184
H -5.45497 -7.26625 -1.83504
H -1.68269 -2.51268 -1.06312
H -0.17583 -1.00016 7.78179
H -2.99635 -1.82927 -1.95544
H 3.64489 -1.19402 0.77036
H 0.18742 5.44781 1.17267
H 0.48998 1.31098 3.68949
H -3.84730 1.66596 -0.19224
H 3.37623 2.24311 -1.13407
H -2.80934 -1.00136 -5.12686
H -2.04057 1.32792 -0.43578
H 1.20605 -5.25612 -5.40829
H 0.56733 6.63348 2.67875
*
```

Löwdin atomic charge list, values in e, 99 entries: number 1, O, carries -0.059; number 2, O, carries 0.008; number 3, O, carries 0.110; number 4, O, carries 0.029; number 5, O, carries 0.001; number 6, O, carries 0.061; number 7, O, carries -0.016; number 8, O, carries 0.071; number 9, O, carries -0.007; number 10, O, carries 0.129; number 11, O, carries -0.010; number 12, O, carries 0.113; number 13, O, carries 0.035; number 14, O, carries 0.020; number 15, O, carries 0.010; number 16, O, carries -0.039; number 17, O, carries -0.047; number 18, O, carries -0.015; number 19, O, carries 0.105; number 20, O, carries -0.039; number 21, O, carries 0.057; number 22, O, carries 0.177; number 23, O, carries -0.020; number 24, O, carries 0.013; number 25, O, carries 0.068; number 26, O, carries 0.019; number 27, O, carries -0.028; number 28, C, carries -0.038; number 29, C, carries -0.026; number 30, C, carries -0.101; number 31, C, carries -0.051; number 32, C, carries 0.005; number 33, C, carries 0.023; number 34, C, carries -0.028; number 35, C, carries -0.525; number 36, C, carries -0.006; number 37, C, carries -0.024; number 38, C, carries -0.018; number 39, C, carries -0.047; number 40, C, carries -0.490; number 41, C, carries -0.558; number 42, C, carries -0.116; number 43, C, carries -0.515; number 44, C, carries -0.019; number 45, C, carries -0.069; number 46, C, carries -0.484; number 47, C, carries 0.055; number 48, C, carries -0.013; number 49, C, carries -0.712; number 50, C, carries -0.024; number 51, C, carries -0.580; number 52, C, carries 0.025; number 53, C, carries -0.551; number 54, C, carries -0.578; number 55, H, carries 0.106; number 56, H, carries 0.095; number 57, H, carries 0.176; number 58, H, carries 0.080; number 59, H, carries 0.165; number 60, H, carries 0.103; number 61, H, carries 0.039; number 62, H, carries 0.162; number 63, H, carries 0.133; number 64, H, carries -0.051; number 65, H, carries 0.002; number 66, H, carries 0.140; number 67, H, carries 0.093; number 68, H, carries 0.120; number 69, H, carries 0.037; number 70, H, carries 0.037; number 71, H, carries 0.125; number 72, H, carries 0.047; number 73, H, carries 0.141; number 74, H, carries 0.073; number 75, H, carries 0.038; number 76, H, carries 0.095; number 77, H, carries 0.066; number 78, H, carries 0.110; number 79, H, carries 0.007; number 80, H, carries 0.150; number 81, H, carries 0.056; number 82, H, carries 0.117; number 83, H, carries 0.153; number 84, H, carries 0.021; number 85, H, carries 0.132; number 86, H, carries 0.070; number 87, H, carries 0.134; number 88, H, carries -0.005; number 89, H, carries 0.135; number 90, H, carries 0.126; number 91, H, carries 0.052; number 92, H, carries 0.082; number 93, H, carries 0.042; number 94, H, carries 0.056; number 95, H, carries 0.099; number 96, H, carries 0.075; number 97, H, carries 0.069; number 98, H, carries 0.128; number 99, H, carries 0.127